Molecular formula: C35H90Cu2N4O13
Method: DFT, the ωB97M-V functional and the def2-TZVPD basis

```
144
Properties=species:S:1:pos:R:3
Cu 0.599 3.248 2.421
Cu 2.267 0.952 0.182
C -0.698 -0.912 2.338
C -0.589 -0.014 1.151
O 0.247 1.090 1.283
H -1.255 -1.830 2.150
H -1.222 -0.393 3.141
H 0.286 -1.241 2.672
H -1.635 0.233 0.968
H -0.239 -0.755 0.432
C 3.317 -2.503 2.571
C 4.149 -1.235 2.367
C 5.560 -1.633 1.731
O 3.445 -0.360 1.575
H 3.073 -2.982 1.623
H 2.370 -2.292 3.068
H 3.878 -3.133 3.261
H 4.359 -0.703 3.295
H 5.477 -2.111 0.754
H 6.079 -2.371 2.344
H 6.252 -0.794 1.662
C 2.535 1.417 4.300
O 1.198 1.929 4.123
C 0.252 1.470 5.022
C -0.938 2.433 4.925
N -1.467 2.734 3.527
C -2.730 3.488 3.622
C -3.842 2.427 3.632
O -3.786 1.704 2.415
C -4.724 0.627 2.357
H 2.627 0.331 4.306
H 3.043 1.818 5.177
H 3.184 1.696 3.470
H 0.673 1.712 5.998
H -0.089 0.435 5.034
H -0.687 3.413 5.332
H -1.692 2.080 5.629
H -1.746 1.852 3.122
H -2.955 4.163 2.796
H -2.932 4.053 4.533
H -4.839 2.866 3.643
H -3.769 1.898 4.582
H -4.579 -0.049 3.200
H -4.469 0.069 1.456
H -5.784 0.879 2.364
C 0.589 0.602 -5.737
O 0.463 0.418 -4.337
C -0.071 1.557 -3.639
C 0.293 1.290 -2.165
N 1.707 1.201 -1.970
C 2.518 2.402 -2.322
C 4.001 2.064 -2.162
O 4.234 1.297 -1.006
C 5.570 0.908 -0.861
H -0.333 0.645 -6.316
H 1.153 -0.267 -6.077
H 1.227 1.478 -5.852
H -1.157 1.492 -3.698
H 0.263 2.522 -4.019
H -0.085 0.331 -1.808
H -0.174 2.020 -1.504
H 1.836 0.468 -2.653
H 2.171 3.224 -1.696
H 2.409 2.573 -3.393
H 4.554 3.002 -2.112
H 4.261 1.494 -3.054
H 5.789 -0.048 -1.337
H 5.743 0.794 0.209
H 6.249 1.665 -1.253
C -1.168 4.848 -3.372
O -0.953 4.326 -2.093
C -2.001 4.584 -1.223
C -1.557 4.088 0.152
N -0.166 4.465 0.579
C -0.013 5.903 0.890
C -1.069 6.562 1.862
O -2.172 6.981 1.081
C -3.323 7.462 1.816
H -1.160 5.937 -3.339
H -2.061 4.393 -3.801
H -0.297 4.556 -3.959
H -2.936 4.135 -1.559
H -2.133 5.665 -1.172
H -1.479 3.001 0.143
H -2.326 4.348 0.879
H 0.340 4.434 -0.295
H -0.070 6.449 -0.051
H 0.976 6.075 1.317
H -0.624 7.474 2.260
H -1.355 5.877 2.660
H -4.091 7.580 1.052
H -3.117 8.450 2.228
H -3.727 6.762 2.547
C 0.906 -7.126 -5.226
O 1.340 -7.303 -3.891
C 1.136 -6.110 -3.118
C 1.012 -6.475 -1.624
N 2.334 -6.748 -1.063
C 2.197 -7.114 0.335
C 1.907 -5.870 1.214
O 0.507 -5.757 1.352
C 0.130 -4.755 2.256
H 1.126 -7.993 -5.849
H 1.455 -6.324 -5.721
H -0.170 -6.960 -5.286
H 0.211 -5.624 -3.429
H 1.924 -5.365 -3.230
H 0.490 -7.428 -1.703
H 0.406 -5.696 -1.159
H 2.635 -7.604 -1.506
H 3.218 -7.441 0.533
H 1.572 -7.988 0.520
H 2.303 -4.991 0.707
H 2.389 -6.051 2.174
H 0.571 -4.885 3.244
H -0.950 -4.825 2.385
H 0.420 -3.774 1.880
C 0.858 -2.386 -2.501
C 1.570 -2.612 -1.141
O 2.133 -1.470 -0.662
H -0.097 -1.875 -2.377
H 0.627 -3.343 -2.968
H 1.511 -1.792 -3.140
H 2.379 -3.340 -1.214
H 0.971 -3.048 -0.341
H 2.731 -1.748 0.036
C -3.534 1.264 -1.562
C -3.777 0.269 -2.672
O -3.678 1.061 -3.834
H -4.333 1.996 -1.442
H -2.560 1.711 -1.761
H -3.311 0.816 -0.593
H -4.758 -0.202 -2.612
H -3.035 -0.528 -2.729
H -4.339 1.754 -3.772
C -3.402 -3.881 0.285
C -3.641 -2.701 -0.690
O -4.912 -2.840 -1.298
H -3.088 -4.736 -0.315
H -4.338 -4.067 0.811
H -2.622 -3.547 0.970
H -2.904 -2.588 -1.485
H -3.709 -1.792 -0.093
H -4.741 -3.358 -2.088
```

Summary:
LUMO energy (spin up / spin down), eV: -5.05 / -7.92
Energy relative to the best compared isomer or geometry (same formula, charge and spin), kJ/mol: 166.69
Kohn-Sham gap (spin up / spin down), eV: 7.36 / 4.48
DFT total energy, eV: -159587.8915
Strongest force on any atom, eV/Å: 3.1
Spin multiplicity: 3
Net charge: +2



Molecular formula: C5H9ClFN
Method: DFT, the ωB97M-V functional and the def2-TZVPD basis

```
17
Properties=species:S:1:pos:R:3
C -1.574 -0.228 -0.965
C -0.130 0.533 0.745
C 1.039 1.001 0.280
C 1.409 -0.524 -0.062
C 0.258 -0.965 0.765
H -2.566 -0.033 -1.424
H -1.292 -1.330 -0.887
H -1.039 0.198 -1.917
H -1.825 1.656 -0.007
H -0.177 1.009 1.733
H 1.244 1.728 -0.526
H 1.781 1.372 0.833
H 0.264 -1.242 1.830
H -0.230 -1.802 0.098
N -1.476 0.593 0.242
F 1.190 -0.963 -1.358
Cl 3.124 -1.005 0.620
```

Summary:
LUMO energy, eV: 0.85
Energy relative to the best compared isomer or geometry (same formula, charge and spin), kJ/mol: 413.80
Kohn-Sham gap, eV: 10.06
DFT total energy, eV: -22056.6457
Strongest force on any atom, eV/Å: 10.3



Molecular formula: C3H3NO2
Method: DFT, the ωB97M-V functional and the def2-TZVPD basis

```
9
Properties=species:S:1:pos:R:3
O 2.207 -0.731 0.926
C 1.079 -0.432 0.640
N 0.573 0.788 0.237
C -0.797 0.666 -0.009
C -1.114 -0.599 0.272
O 0.007 -1.292 0.670
H 1.186 1.458 -0.196
H -1.421 1.502 -0.285
H -2.043 -1.146 0.252
```

Summary:
LUMO energy, eV: 0.76
Energy relative to the best compared isomer or geometry (same formula, charge and spin), kJ/mol: 55.96
SMILES: O=c1[nH]cco1
Kohn-Sham gap, eV: 9.70
DFT total energy, eV: -8744.5512
Strongest force on any atom, eV/Å: 0.4



Molecular formula: C6H11BrN2O2S
Method: DFT, the ωB97M-V functional and the def2-TZVPD basis

```
23
Properties=species:S:1:pos:R:3
C 0.713 0.984 -1.052
C 2.059 0.219 -0.861
C -0.345 0.413 -0.065
C -0.853 1.499 0.826
C -1.571 -0.157 -0.873
C -0.439 -1.362 1.785
N 0.553 1.777 -2.013
N 0.309 -0.580 0.771
O 2.486 -1.990 0.445
O 0.769 -2.100 -1.268
S 1.447 -1.369 -0.244
Br 3.149 1.007 0.508
H 2.562 0.172 -1.800
H -1.477 2.243 0.347
H 0.050 2.093 1.292
H -1.451 0.983 1.600
H -1.417 -1.293 -0.890
H -1.767 0.112 -1.913
H -2.496 -0.030 -0.403
H 0.129 -1.677 2.500
H -1.128 -0.768 2.306
H -0.870 -2.253 1.272
H -0.412 2.078 -2.272
```

Summary:
LUMO energy, eV: 0.36
Energy relative to the best compared isomer or geometry (same formula, charge and spin), kJ/mol: 0.00
Kohn-Sham gap, eV: 10.08
DFT total energy, eV: -94351.0643
Strongest force on any atom, eV/Å: 6.2



What did the second record say?
Molecular formula: C5H9ClFN
Method: DFT, the ωB97M-V functional and the def2-TZVPD basis

```
17
Properties=species:S:1:pos:R:3
C -1.574 -0.228 -0.965
C -0.130 0.533 0.745
C 1.039 1.001 0.280
C 1.409 -0.524 -0.062
C 0.258 -0.965 0.765
H -2.566 -0.033 -1.424
H -1.292 -1.330 -0.887
H -1.039 0.198 -1.917
H -1.825 1.656 -0.007
H -0.177 1.009 1.733
H 1.244 1.728 -0.526
H 1.781 1.372 0.833
H 0.264 -1.242 1.830
H -0.230 -1.802 0.098
N -1.476 0.593 0.242
F 1.190 -0.963 -1.358
Cl 3.124 -1.005 0.620
```

Summary:
LUMO energy, eV: 0.85
Energy relative to the best compared isomer or geometry (same formula, charge and spin), kJ/mol: 413.80
Kohn-Sham gap, eV: 10.06
DFT total energy, eV: -22056.6457
Strongest force on any atom, eV/Å: 10.3



> The lowest strongest force on any atom belongs to which entry?

C3H3NO2